1.
ORCA calculation (wB97M-V/def2-TZVPD) on a molecular structure, C6H14O2 in a non-equilibrium geometry.

Values from the calculation:
electronic energy: -387.36231 a.u.
HOMO level: -8.73 eV
LUMO level: 0.862 eV

```
! RIJCOSX wB97M-V def2-TZVPD def2/J DEFGRID3
* xyz 0 1
C -0.4707 -0.2304 -0.2327
C 0.9375 -0.5442 -0.1593
C -0.0461 1.3087 2.1231
C -1.0876 0.4887 -1.3976
C -1.4355 -0.9670 0.6510
C 2.0282 0.0942 -0.9657
O 0.2846 1.1577 0.7725
O 0.3643 -1.9537 -1.0976
H 0.4833 -1.7313 -2.0306
H 1.2464 -1.0435 0.7510
H -1.1315 1.4040 2.2778
H 0.3145 0.4747 2.7460
H 0.4246 2.2242 2.5010
H -1.9172 -1.7526 0.0711
H -0.3555 0.9199 -2.0754
H -1.7027 1.2995 -1.0080
H -1.7207 -0.1985 -1.9590
H -0.9405 -1.4327 1.5001
H -2.2062 -0.2816 1.0060
H 2.7720 -0.6599 -1.2230
H 1.6610 0.5510 -1.8828
H 2.4977 0.8728 -0.3680
*
```

=====

2.
ORCA calculation (wB97M-V/def2-TZVPD) on 2 unconnected molecules or ions with the total composition C6H14O2.

Values from the calculation:
electronic energy: -387.45161 a.u.
HOMO level: -9.51 eV
LUMO level: 0.848 eV
SMILES: CCC/C=C/CO.O

```
! RIJCOSX wB97M-V def2-TZVPD def2/J DEFGRID3
* xyz 0 1
C 2.1685 0.8122 2.4141
C 1.9083 1.2545 0.9838
C 1.6313 0.0652 0.0418
C -2.1621 0.2951 -0.8935
O -2.1152 -0.4288 -2.1378
C -0.8056 0.6803 -0.3800
C 0.1998 -0.1839 -0.3684
H 2.7549 1.5629 2.9414
H 1.2763 0.6827 3.0177
H 2.7459 -0.1087 2.4973
H 2.7652 1.7978 0.6009
H 1.0659 1.9318 0.9183
H 2.1571 0.1827 -0.9181
H 2.0230 -0.8665 0.4508
H -2.6930 -0.3646 -0.2004
H -2.7923 1.1484 -1.0416
H -1.3665 -0.1309 -2.6766
H -0.6448 1.7106 -0.0776
H -0.0246 -1.1921 -0.6869
H -2.5525 -2.1821 -1.3949
H -3.0212 -3.5388 -1.8987
O -2.5184 -3.1278 -1.1915
*
```